DFT (wB97M-V/def2-TZVPD) results for C41H50N7O4PS as an isolated structure at a distorted geometry.

Values from the calculation:
HOMO level	-8.73	eV
DFT total energy	-3016.01378	hartree
LUMO	0.54	eV
gap between HOMO and LUMO	9.3	eV

```
! wB97M-V def2-TZVPD RIJCOSX def2/J DEFGRID3
* xyz 0 1
C 8.05 0.69 2.03
P 7.50 -1.08 1.69
C 8.35 -1.60 0.09
O 5.83 -0.92 1.23
S 4.97 -1.30 2.61
O 5.37 -0.25 3.60
O 3.38 -0.94 2.28
C 2.63 -2.11 1.90
C 1.19 -1.60 1.55
C 1.19 -0.37 0.58
C 0.24 0.78 1.11
O 0.63 2.08 0.64
H 8.16 1.18 1.03
H 7.33 1.24 2.66
H 9.04 0.62 2.53
H 9.28 -2.16 0.30
H 7.67 -2.19 -0.55
H 8.65 -0.68 -0.48
H 2.53 -2.80 2.77
H 3.08 -2.70 1.08
H 0.61 -2.45 1.13
H 0.69 -1.31 2.51
H 0.77 -0.67 -0.41
H 2.20 0.05 0.37
H 0.25 0.84 2.22
H -0.75 0.58 0.67
H 1.59 2.12 0.60
N 1.44 -1.31 -3.80
C 1.11 -0.30 -4.61
C 1.78 0.92 -4.65
C 2.86 1.09 -3.80
C 3.22 0.06 -2.95
C 2.48 -1.11 -2.99
H 0.26 -0.48 -5.26
H 1.47 1.70 -5.33
H 3.41 2.03 -3.79
H 4.05 0.16 -2.26
H 2.73 -1.95 -2.34
N -4.62 3.02 0.28
C -3.36 2.86 0.70
C -3.02 2.52 2.00
C -4.03 2.34 2.92
C -5.35 2.51 2.51
C -5.58 2.85 1.19
H -2.60 3.01 -0.06
H -1.98 2.39 2.28
H -3.81 2.08 3.95
H -6.17 2.39 3.20
H -6.59 2.99 0.82
N -7.05 3.43 -3.18
C -8.21 3.67 -3.80
C -9.30 4.28 -3.19
C -9.18 4.67 -1.87
C -7.99 4.43 -1.20
C -6.96 3.81 -1.90
H -8.26 3.34 -4.83
H -10.21 4.45 -3.75
H -10.00 5.15 -1.36
H -7.86 4.72 -0.17
H -6.00 3.61 -1.42
N 3.12 1.62 6.96
C 3.94 1.70 5.90
C 4.94 2.65 5.77
C 5.11 3.57 6.79
C 4.27 3.51 7.90
C 3.30 2.52 7.93
H 3.77 0.97 5.12
H 5.57 2.67 4.89
H 5.88 4.33 6.73
H 4.37 4.21 8.72
H 2.63 2.42 8.78
N -11.82 1.04 -0.34
C -11.89 -0.28 -0.54
C -11.01 -0.98 -1.36
C -10.00 -0.28 -2.00
C -9.91 1.09 -1.81
C -10.84 1.70 -0.97
H -12.69 -0.78 -0.02
H -11.11 -2.05 -1.48
H -9.30 -0.79 -2.64
H -9.14 1.67 -2.29
H -10.80 2.77 -0.79
N 6.73 -1.89 -5.74
C 6.69 -2.13 -7.05
C 5.55 -1.96 -7.83
C 4.40 -1.51 -7.21
C 4.42 -1.26 -5.85
C 5.61 -1.46 -5.16
H 7.62 -2.48 -7.49
H 5.58 -2.17 -8.89
H 3.49 -1.37 -7.78
H 3.54 -0.91 -5.33
H 5.67 -1.27 -4.10
N 1.96 -5.40 1.79
C 2.62 -6.21 2.63
C 2.16 -7.46 3.01
C 0.95 -7.90 2.49
C 0.26 -7.08 1.61
C 0.80 -5.85 1.30
H 3.55 -5.82 3.02
H 2.73 -8.07 3.69
H 0.56 -8.88 2.76
H -0.68 -7.39 1.18
H 0.30 -5.17 0.62
*
```

=====

DFT (wB97M-V/def2-TZVPD) results for C41H51BN6O2S2Si4Ti as an isolated structure.

Values from the calculation:
HOMO level (spin up / spin down)	-0.37 / -1.65	eV
DFT total energy	-4900.83040	hartree
LUMO (spin up / spin down)	4.24 / 4.22	eV
expectation value of S²	2.045
gap between HOMO and LUMO (spin up / spin down)	4.6 / 5.9	eV
energy above the lowest of the compared OMol25 structures with the same formula, charge and spin	3.588	eV

```
! wB97M-V def2-TZVPD RIJCOSX def2/J DEFGRID3
* xyz -2 3
Ti 0.12 0.09 -0.77
C 3.78 3.66 -3.17
C 3.38 2.85 -2.14
N 2.26 2.07 -2.21
C 1.60 1.99 -3.44
C 1.92 2.87 -4.50
C 3.03 3.75 -4.34
C 1.14 2.82 -5.67
C 0.11 1.91 -5.81
C -0.14 0.98 -4.80
C 0.63 0.99 -3.64
N 0.51 -0.01 -2.65
C 0.93 -1.31 -2.94
C 0.91 -1.93 -4.18
C 1.34 -3.25 -4.33
C 1.79 -3.96 -3.23
C 1.87 -3.34 -1.98
C 2.37 -4.02 -0.80
C 2.72 -3.30 0.27
C 2.61 -1.79 0.26
N 1.53 -1.33 -0.61
C 1.46 -2.01 -1.82
H 4.68 4.26 -3.03
H 3.90 2.82 -1.20
H 3.30 4.42 -5.15
H 1.38 3.51 -6.47
H -0.49 1.90 -6.71
H -0.93 0.25 -4.90
H 0.55 -1.39 -5.04
H 1.29 -3.72 -5.30
H 2.11 -4.99 -3.32
H 2.45 -5.10 -0.81
H 3.10 -3.81 1.15
H 3.56 -1.41 -0.17
C -4.04 3.59 2.27
S -2.67 4.09 1.21
C -2.10 2.49 0.69
S -1.03 1.65 1.80
N -2.41 2.13 -0.49
N -1.88 0.96 -0.96
C -2.55 0.62 -2.08
C -2.52 -0.66 -2.66
C -3.24 -0.91 -3.86
C -3.22 -2.16 -4.41
C -2.48 -3.17 -3.78
C -1.81 -2.85 -2.61
N -1.82 -1.65 -2.03
H -4.55 4.50 2.59
H -4.74 2.96 1.71
H -3.68 3.06 3.15
H -3.20 1.37 -2.52
H -3.78 -0.10 -4.32
H -3.76 -2.36 -5.33
H -2.41 -4.17 -4.18
H -1.21 -3.60 -2.12
O 2.27 2.11 0.28
B 1.39 1.90 -0.89
O 0.46 3.10 -0.88
C 0.92 3.92 0.08
C 0.46 5.17 0.42
C 1.09 5.84 1.48
C 2.14 5.26 2.17
C 2.61 3.98 1.82
C 1.99 3.33 0.78
H -0.37 5.61 -0.12
H 0.73 6.82 1.77
H 2.61 5.79 2.99
H 3.43 3.52 2.35
C 1.83 -2.52 3.18
Si 2.77 -1.30 2.09
C 4.60 -1.66 2.40
C 2.56 0.44 2.73
Si -0.87 -0.65 1.75
Si -2.69 -2.17 1.46
C -4.11 -1.58 0.38
C -1.72 -3.60 0.69
C -3.58 -3.08 2.88
Si -1.22 -0.38 4.09
C -1.11 -1.92 5.20
C -3.00 0.25 4.32
C -0.13 0.86 5.01
H 2.49 -3.31 3.54
H 0.99 -2.99 2.66
H 1.42 -2.01 4.05
H 4.85 -2.72 2.28
H 4.86 -1.37 3.42
H 5.23 -1.09 1.72
H 2.61 0.37 3.82
H 1.64 0.95 2.45
H 3.38 1.06 2.38
H -3.76 -1.06 -0.51
H -4.75 -0.90 0.94
H -4.71 -2.44 0.06
H -0.93 -3.25 0.04
H -2.38 -4.27 0.13
H -1.24 -4.19 1.48
H -4.05 -2.45 3.63
H -2.92 -3.77 3.39
H -4.37 -3.67 2.40
H -1.43 -2.84 4.72
H -1.75 -1.75 6.08
H -0.09 -2.07 5.55
H -3.73 -0.54 4.16
H -3.22 1.04 3.60
H -3.13 0.66 5.32
H 0.87 0.46 5.18
H -0.59 1.06 5.98
H -0.02 1.81 4.48
*
```